Run a
Formula: C7H10N2O3
Source: OMol25
Level of theory: ωB97M-V with the def2-TZVPD basis set

```
22
Properties=species:S:1:pos:R:3:nbo_charge:R:1
C 2.977 1.329 0.064 0.715
C 3.721 -0.856 -0.138 0.886
C -1.089 -0.701 0.575 -0.420
C 0.122 -1.602 0.367 -0.418
C -1.222 0.518 -0.362 -0.227
C 1.190 0.452 -0.594 -0.183
C 1.342 -0.723 0.457 0.081
N 3.860 0.505 0.058 -0.588
N 0.084 1.274 -0.348 -0.693
O 2.714 2.552 0.329 -0.647
O 4.738 -1.422 -0.433 -0.546
O 2.522 -1.413 0.084 -0.501
H -1.884 -1.346 0.319 0.219
H -1.393 -0.352 1.547 0.219
H 0.114 -2.238 1.232 0.222
H 0.034 -2.078 -0.560 0.222
H -1.558 0.378 -1.407 0.179
H -2.161 1.061 -0.105 0.210
H 1.392 0.059 -1.651 0.184
H 1.509 -0.233 1.381 0.185
H -0.022 2.007 -1.020 0.372
H 1.673 2.630 0.349 0.531
```

Computed properties:
HOMO in Ha: -0.3059
Charge: 0



Run b
Formula: C7H10N2O3
Source: OMol25
Level of theory: ωB97M-V with the def2-TZVPD basis set

```
22
Properties=species:S:1:pos:R:3:nbo_charge:R:1
C -0.682 -1.505 0.494 0.776
C 1.616 -1.182 0.059 0.280
C 0.291 -0.713 0.129 -0.380
C 1.711 -2.649 -0.142 -0.663
C -1.484 0.824 -1.027 -0.621
C -0.374 1.587 1.090 -0.600
C -0.242 0.719 -0.189 -0.188
N 2.679 -0.342 -0.018 0.141
N 2.306 0.988 0.325 0.173
O 3.813 -0.694 -0.330 -0.517
O 3.228 1.822 0.276 -0.274
O -1.678 -2.027 0.665 -0.405
H 2.781 -2.913 0.148 0.270
H 1.534 -2.990 -1.281 0.261
H 0.904 -3.003 0.551 0.219
H -2.298 0.470 -0.408 0.200
H -1.524 0.355 -2.010 0.220
H -1.498 1.801 -1.343 0.227
H 0.267 1.141 1.888 0.222
H -1.375 1.556 1.289 0.197
H 0.050 2.634 0.994 0.226
H 0.502 1.254 -0.669 0.238
```

Computed properties:
HOMO (spin up / spin down) in Ha: -0.3000 / -0.2997
Charge: 0
SMILES: C/C(C(=C=O)C(C)C)=[N+](\[O-])N=O



Least stable structure: run b



Run a
Formula: C2H6NP
Source: OMol25
Level of theory: ωB97M-V with the def2-TZVPD basis set

```
10
Properties=species:S:1:pos:R:3:nbo_charge:R:1
C -1.411 -0.057 0.617 -0.583
C 0.583 -0.789 0.261 -0.795
N 1.477 1.279 -0.959 -1.142
P 0.745 -0.051 -1.353 1.020
H -1.129 1.008 0.605 0.226
H -1.895 -0.626 -0.280 0.213
H -1.905 -0.507 1.548 0.221
H 0.409 -1.895 0.206 0.224
H 1.359 -0.362 0.884 0.244
H 1.766 1.998 -1.530 0.371
```

Computed properties:
HOMO in Ha: -0.3185
Charge: 0



Run b
Formula: C2H6NP
Source: OMol25
Level of theory: ωB97M-V with the def2-TZVPD basis set

```
10
Properties=species:S:1:pos:R:3:nbo_charge:R:1
C 1.851 0.380 0.317 -0.691
C 0.209 -0.729 -0.101 0.187
N -1.095 -0.793 -0.114 -0.756
P -2.287 0.378 0.203 0.505
H 1.419 1.259 0.899 0.208
H 2.125 0.818 -0.715 0.242
H 0.731 -1.614 -0.472 0.144
H 2.310 -0.324 1.038 0.234
H -3.214 -0.534 -0.094 -0.042
H -2.048 1.158 -0.961 -0.031
```

Computed properties:
HOMO in Ha: -0.3007
Charge: 0



Least stable structure: run b



Run a
Formula: C2H6NP
Source: OMol25
Level of theory: ωB97M-V with the def2-TZVPD basis set

```
10
Properties=species:S:1:pos:R:3:nbo_charge:R:1
C -0.441 0.090 1.008 -0.292
C -0.376 -1.088 0.176 -0.121
N 0.555 -0.076 -0.086 -0.692
P 0.700 0.730 -1.629 0.510
H -1.022 1.022 1.003 0.217
H 0.157 -0.013 1.921 0.206
H 0.562 -2.273 0.872 0.062
H -1.133 -1.554 -0.448 0.215
H 1.552 1.653 -1.050 -0.037
H -0.553 1.509 -1.768 -0.068
```

Computed properties:
HOMO in Ha: -0.3272
Charge: 0



Run b
Formula: C2H6NP
Source: OMol25
Level of theory: ωB97M-V with the def2-TZVPD basis set

```
10
Properties=species:S:1:pos:R:3:nbo_charge:R:1
C -1.517 -0.227 0.519 -0.513
C 0.203 0.891 -0.486 -0.774
N 2.037 -0.876 -0.447 -1.131
P 1.532 0.242 0.514 1.005
H -1.117 -1.213 0.647 0.200
H -1.619 0.357 1.416 0.195
H -2.279 -0.100 -0.221 0.202
H -0.160 1.897 -0.356 0.217
H 0.109 0.465 -1.475 0.232
H 2.812 -1.435 -0.110 0.367
```

Computed properties:
HOMO in Ha: -0.3279
Charge: 0



Least stable structure: run a



Run a
Formula: C5H7NO
Source: OMol25
Level of theory: ωB97M-V with the def2-TZVPD basis set

```
14
Properties=species:S:1:pos:R:3:nbo_charge:R:1
C 1.609 0.488 0.835 -0.401
N 0.292 0.245 0.303 -0.356
C -0.683 1.204 0.076 -0.102
C -1.717 0.589 -0.548 -0.252
C -1.354 -0.766 -0.828 -0.487
C -0.124 -0.940 -0.212 0.475
O 0.688 -2.001 0.041 -0.678
H 2.340 -0.120 0.293 0.219
H 1.663 0.251 1.901 0.204
H 1.833 1.545 0.671 0.210
H -0.489 2.245 0.278 0.210
H -2.680 0.984 -0.839 0.218
H -1.570 -0.908 -1.879 0.240
H 0.192 -2.817 -0.091 0.501
```

Computed properties:
HOMO in Ha: -0.2829
Charge: 0
SMILES: Cn1cccc1O



Run b
Formula: C5H7NO
Source: OMol25
Level of theory: ωB97M-V with the def2-TZVPD basis set

```
14
Properties=species:S:1:pos:R:3:nbo_charge:R:1
C -1.764 0.190 0.000 -0.613
C -0.402 -0.467 0.182 -0.023
N 0.404 -1.335 1.075 -0.543
C 0.743 0.070 0.981 -0.078
C 1.419 0.563 -0.314 -0.528
C 0.371 -0.253 -1.073 0.594
O 0.124 -0.545 -2.212 -0.517
H -1.600 0.949 -0.792 0.222
H -2.090 0.749 0.875 0.222
H -2.546 -0.453 -0.402 0.233
H 1.074 -1.955 0.604 0.363
H 0.658 0.618 1.915 0.210
H 2.460 0.397 -0.566 0.220
H 1.161 1.631 -0.407 0.239
```

Computed properties:
HOMO in Ha: -0.3374
Charge: 0
SMILES: C[C@]12N[C@H]1CC2=O



Run c
Formula: C5H7NO
Source: OMol25
Level of theory: ωB97M-V with the def2-TZVPD basis set

```
14
Properties=species:S:1:pos:R:3:nbo_charge:R:1
C -0.122 1.242 -1.396 -0.278
N 0.278 -0.064 -1.984 -0.572
C -0.232 0.004 -0.653 0.129
C 1.001 -0.429 1.019 0.369
C -0.434 -0.493 1.586 -0.538
C -1.081 -0.600 0.229 -0.132
O 1.543 -1.443 0.603 -0.572
H 0.535 2.079 -1.228 0.206
H -1.109 1.481 -1.811 0.202
H 1.304 -0.138 -1.845 0.371
H 1.558 0.526 1.097 0.131
H -0.825 0.316 2.204 0.223
H -0.443 -1.429 2.167 0.250
H -1.990 -1.123 -0.021 0.212
```

Computed properties:
HOMO (spin up / spin down) in Ha: -0.2929 / -0.2951
Charge: 0
SMILES: O=CC/C=C1\CN1



Run d
Formula: C5H7NO
Source: OMol25
Level of theory: ωB97M-V with the def2-TZVPD basis set

```
14
Properties=species:S:1:pos:R:3:nbo_charge:R:1
C -1.812 -0.707 0.356 -0.601
C -0.640 0.017 -0.306 -0.410
C -0.626 1.490 -0.241 0.277
N -0.306 2.590 -0.100 -0.302
C 0.706 -0.182 0.455 0.620
O 0.714 -0.320 1.653 -0.518
C 1.957 -0.002 -0.364 -0.728
H -1.730 -0.639 1.443 0.243
H -2.777 -0.309 0.034 0.225
H -1.765 -1.766 0.078 0.219
H -0.538 -0.272 -1.361 0.249
H 2.446 -0.974 -0.466 0.247
H 2.621 0.673 0.180 0.255
H 1.752 0.400 -1.362 0.224
```

Computed properties:
HOMO in Ha: -0.3756
Charge: 0
SMILES: CC(=O)[C@@H](C)C#N



Least stable structure: run c



Run a
Formula: C5H12Si
Source: OMol25
Level of theory: ωB97M-V with the def2-TZVPD basis set

```
18
Properties=species:S:1:pos:R:3:nbo_charge:R:1
C -2.993 0.930 -2.134 -0.237
C -2.936 1.810 -1.332 -0.239
C -0.008 1.242 0.458 -0.593
C 1.341 -1.851 1.716 -1.055
C 1.046 0.413 -0.387 -0.829
Si 1.078 -1.525 -0.165 1.084
H -2.884 0.125 -2.853 0.241
H 2.166 -2.109 -0.979 -0.162
H -2.664 2.580 -0.663 0.234
H -0.105 2.358 0.223 0.198
H -0.949 0.789 0.333 0.202
H 0.287 1.212 1.499 0.193
H 2.398 -1.889 1.865 0.232
H 0.703 -1.221 2.422 0.246
H 1.071 -2.806 1.873 0.223
H 1.906 0.821 -0.007 0.208
H 0.870 0.954 -1.377 0.233
H -0.328 -1.833 -0.491 -0.181
```

Computed properties:
HOMO in Ha: -0.3836
Charge: 0
SMILES: CC[SiH2]C.C#C



Run b
Formula: C5H12Si
Source: OMol25
Level of theory: ωB97M-V with the def2-TZVPD basis set

```
18
Properties=species:S:1:pos:R:3:nbo_charge:R:1
C 0.621 -1.812 0.284 -0.352
C 0.944 -0.679 -0.366 -0.199
C 2.017 1.433 -0.598 -0.599
C -2.785 0.013 0.667 -1.186
C 1.325 0.561 0.392 -0.467
Si -1.860 0.522 -0.949 0.753
H 0.374 -2.740 -0.305 0.201
H 0.281 -1.805 1.247 0.186
H 1.271 -0.631 -1.345 0.202
H 1.323 2.038 -1.187 0.218
H 2.733 0.844 -1.268 0.196
H 2.597 2.134 -0.139 0.207
H -3.347 -0.905 0.584 0.225
H -2.043 -0.169 1.374 0.231
H -3.538 0.558 1.090 0.238
H 0.456 1.066 0.841 0.212
H 1.928 0.420 1.288 0.215
H -2.297 -0.847 -1.610 -0.283
```

Computed properties:
HOMO in Ha: -0.3049
Charge: 0



Least stable structure: run b



Run a
Formula: C5H8O2
Source: OMol25
Level of theory: ωB97M-V with the def2-TZVPD basis set

```
15
Properties=species:S:1:pos:R:3:nbo_charge:R:1
C -2.232 0.069 -0.677 -0.603
C -1.058 -0.426 0.163 -0.395
C 0.270 0.235 -0.191 -0.513
C 1.396 -0.278 0.669 0.487
O 1.274 -1.115 1.537 -0.496
C 2.799 0.297 0.451 0.347
O 3.017 1.288 -0.199 -0.475
H -2.383 1.148 -0.560 0.203
H -3.157 -0.432 -0.371 0.214
H -2.080 -0.135 -1.743 0.202
H -0.949 -1.511 0.052 0.209
H -1.261 -0.256 1.227 0.211
H 0.543 0.062 -1.242 0.236
H 0.230 1.329 -0.090 0.243
H 3.589 -0.277 0.975 0.130
```

Computed properties:
HOMO in Ha: -0.3616
Charge: 0
SMILES: CCCC(=O)C=O



Run b
Formula: C5H8O2
Source: OMol25
Level of theory: ωB97M-V with the def2-TZVPD basis set

```
15
Properties=species:S:1:pos:R:3:nbo_charge:R:1
C -0.292 -0.473 -1.690 -0.627
C 0.706 -0.294 -0.560 0.081
O 1.393 0.953 -0.246 -0.511
C 0.915 0.873 1.106 0.078
C -0.565 1.099 1.065 -0.476
C 0.002 -0.265 0.751 0.187
O -0.493 -1.464 1.228 -0.673
H -1.006 -1.197 -1.280 0.185
H -0.780 0.473 -1.939 0.229
H 0.099 -0.943 -2.591 0.219
H 1.475 -1.080 -0.563 0.186
H 1.607 1.099 1.911 0.210
H -1.051 1.149 2.040 0.229
H -0.974 1.769 0.310 0.214
H -1.019 -1.777 0.475 0.468
```

Computed properties:
HOMO in Ha: -0.3516
Charge: 0



Run c
Formula: C5H8O2
Source: OMol25
Level of theory: ωB97M-V with the def2-TZVPD basis set

```
15
Properties=species:S:1:pos:R:3:nbo_charge:R:1
O 2.484 0.314 0.554 -0.710
C 1.531 -0.550 -0.006 -0.064
C 0.159 -0.196 0.425 -0.352
C -0.668 1.137 -0.120 -0.381
C -1.904 0.234 -0.263 -0.530
C -1.030 -0.987 0.014 0.604
O -1.166 -2.170 -0.175 -0.521
H 3.343 0.083 0.182 0.473
H 1.719 -1.596 0.267 0.181
H 1.545 -0.496 -1.102 0.159
H 0.087 0.155 1.490 0.254
H -0.803 2.023 0.520 0.213
H -0.240 1.447 -1.072 0.203
H -2.403 0.223 -1.235 0.237
H -2.654 0.380 0.520 0.234
```

Computed properties:
HOMO in Ha: -0.3553
Charge: 0
SMILES: O=C1CC[C@@H]1CO



Run d
Formula: C5H8O2
Source: OMol25
Level of theory: ωB97M-V with the def2-TZVPD basis set

```
15
Properties=species:S:1:pos:R:3:nbo_charge:R:1
C -0.968 0.715 -0.218 -0.444
C -0.029 1.772 0.348 -0.602
C -0.268 -0.052 -1.402 0.023
C 0.150 0.079 -2.544 -0.307
H -1.303 0.017 0.556 0.211
H -1.879 1.149 -0.636 0.226
H 0.083 2.587 -0.366 0.216
H 0.978 1.386 0.507 0.201
H -0.399 2.123 1.311 0.209
H 0.377 0.548 -3.464 0.233
C 0.651 -1.680 0.984 0.637
O 1.037 -2.587 1.864 -0.673
O -0.064 -1.966 0.016 -0.564
H 0.408 -3.328 1.897 0.500
H 1.227 -0.763 1.147 0.132
```

Computed properties:
HOMO in Ha: -0.3348
Charge: 0
SMILES: C#CCC.O=CO



Least stable structure: run d



Run a
Formula: C6H7NO
Source: OMol25
Level of theory: ωB97M-V with the def2-TZVPD basis set

```
15
Properties=species:S:1:pos:R:3:nbo_charge:R:1
C 0.901 1.873 0.450 -0.630
C 0.608 0.676 -0.539 0.094
C 1.339 -1.356 0.287 -0.122
C -0.156 -1.388 0.172 -0.104
C -0.584 -0.189 -0.219 -0.185
C -1.976 -0.027 -0.125 0.266
H 1.937 2.250 0.253 0.224
H 0.877 1.791 1.542 0.219
H 0.201 2.645 0.200 0.203
H 0.680 1.098 -1.525 0.203
H 1.832 -2.103 -0.348 0.201
H 1.774 -1.331 1.295 0.199
H -0.787 -2.277 0.488 0.242
N -3.068 0.220 0.098 -0.292
O 1.772 -0.144 -0.343 -0.516
```

Computed properties:
HOMO in Ha: -0.3517
Charge: 0
SMILES: C[C@H]1OCC=C1C#N



Run b
Formula: C6H7NO
Source: OMol25
Level of theory: ωB97M-V with the def2-TZVPD basis set

```
15
Properties=species:S:1:pos:R:3:nbo_charge:R:1
C 1.245 0.408 0.494 0.223
C 0.704 -0.030 1.726 -0.371
C -0.524 -0.579 1.431 -0.043
C -1.505 -0.348 -1.159 -0.230
C -0.047 -0.029 -1.831 -0.392
C 0.439 -0.107 -0.534 0.004
H 2.156 1.929 1.451 0.449
H 0.629 0.210 2.814 0.241
H -1.321 -1.082 2.130 0.206
H -2.284 0.426 -0.838 0.223
H -2.206 -1.270 -1.304 0.221
H 0.552 1.062 -2.494 0.215
H 0.403 -0.859 -2.358 0.228
N -0.526 -0.918 0.069 -0.355
O 2.284 1.188 0.402 -0.622
```

Computed properties:
HOMO in Ha: -0.2712
Charge: 0



Run c
Formula: C6H7NO
Source: OMol25
Level of theory: ωB97M-V with the def2-TZVPD basis set

```
15
Properties=species:S:1:pos:R:3:nbo_charge:R:1
C 1.554 -0.080 1.211 0.684
C -0.355 -0.746 0.139 -0.071
C -0.801 -0.516 -1.174 -0.499
C -0.641 1.075 -1.244 -0.159
C -0.229 1.668 -0.064 -0.209
C 0.104 0.546 0.995 -0.334
H 1.376 -2.497 1.017 0.302
H -1.369 -1.295 0.591 0.204
H -0.650 -1.243 -2.026 0.257
H -1.871 -0.569 -1.278 0.225
H -0.356 1.584 -2.246 0.221
H 0.289 2.526 0.007 0.207
H -0.644 0.709 1.883 0.253
N 1.037 -1.082 0.380 -0.555
O 2.557 -0.081 1.810 -0.527
```

Computed properties:
HOMO in Ha: -0.3334
Charge: 0



Run d
Formula: C6H7NO
Source: OMol25
Level of theory: ωB97M-V with the def2-TZVPD basis set

```
15
Properties=species:S:1:pos:R:3:nbo_charge:R:1
C -2.526 0.729 -0.313 -0.440
C -2.116 -0.864 -0.315 -0.377
C -1.393 0.096 0.535 -0.286
C 0.063 0.185 0.357 -0.194
C 1.122 1.066 -0.014 -0.017
C 0.935 -0.994 0.168 0.204
H -2.261 1.808 -0.951 0.248
H -3.343 1.059 0.320 0.220
H -2.859 -1.688 0.128 0.228
H -1.742 -1.250 -1.249 0.220
H -1.499 -0.374 1.696 0.227
H 0.990 2.218 0.201 0.215
H 0.825 -1.948 -0.080 0.190
N 2.343 0.699 -0.173 -0.152
O 2.122 -0.753 -0.171 -0.288
```

Computed properties:
HOMO in Ha: -0.3271
Charge: 0
SMILES: c1nocc1C1CC1



Least stable structure: run b



Run a
Formula: C5H7Cl
Source: OMol25
Level of theory: ωB97M-V with the def2-TZVPD basis set

```
13
Properties=species:S:1:pos:R:3:nbo_charge:R:1
C 0.830 -1.249 -0.879 -0.627
C -0.334 -0.248 -0.807 -0.166
C -0.868 -0.364 0.609 -0.519
C -0.023 -0.365 1.753 0.016
C 0.610 -0.677 2.733 -0.246
H 1.321 -1.397 -1.805 0.223
H 0.337 -2.255 -0.736 0.211
H 1.504 -1.260 -0.023 0.233
H -1.025 -0.519 -1.494 0.206
H -1.556 0.482 0.595 0.247
H -1.294 -1.307 0.795 0.251
H 1.114 -0.850 3.617 0.229
Cl -0.099 1.443 -1.259 -0.058
```

Computed properties:
HOMO in Ha: -0.3700
Charge: 0
SMILES: C#CC[C@H](C)Cl



Run b
Formula: C5H7Cl
Source: OMol25
Level of theory: ωB97M-V with the def2-TZVPD basis set

```
13
Properties=species:S:1:pos:R:3:nbo_charge:R:1
C 0.043 -0.048 2.030 -0.292
C -0.355 0.875 0.919 -0.212
C 0.534 0.804 -0.316 -0.509
C 0.300 -0.187 -1.272 -0.201
C -0.327 -1.426 -1.346 -0.423
H 1.065 -1.132 1.942 0.286
H -1.253 1.749 0.625 0.263
H 1.617 0.930 -0.061 0.244
H 0.014 1.802 -0.857 0.215
H 0.593 0.205 -2.322 0.196
H -0.529 -2.096 -2.378 0.229
H -0.765 -1.875 -0.347 0.201
Cl -0.936 0.400 3.382 0.003
```

Computed properties:
HOMO in Ha: -0.3253
Charge: 0



Run c
Formula: C5H7Cl
Source: OMol25
Level of theory: ωB97M-V with the def2-TZVPD basis set

```
13
Properties=species:S:1:pos:R:3:nbo_charge:R:1
C -0.967 -1.425 0.200 -0.271
C -1.469 -0.207 -0.115 -0.050
C 0.479 -1.161 0.015 -0.436
C 0.339 0.296 -0.549 -0.113
C 0.746 1.507 0.181 -0.641
Cl -2.977 0.599 -0.241 0.033
H -1.351 -2.101 0.882 0.203
H 1.175 -1.232 0.811 0.210
H 0.874 -1.923 -0.752 0.201
H 0.326 0.350 -1.604 0.207
H 0.354 2.349 -0.288 0.226
H 1.854 1.492 0.131 0.213
H 0.616 1.455 1.331 0.218
```

Computed properties:
HOMO in Ha: -0.3295
Charge: 0



Run d
Formula: C5H7Cl
Source: OMol25
Level of theory: ωB97M-V with the def2-TZVPD basis set

```
13
Properties=species:S:1:pos:R:3:mulliken_charge:R:1
C -0.972 0.412 -0.378 -0.200
C 0.502 0.701 0.380 -0.175
C -0.251 -0.499 0.643 0.406
C -0.486 1.675 0.246 -0.107
C 0.341 -1.895 0.281 -1.247
Cl 0.327 3.684 -1.993 -0.727
H -1.039 0.326 -1.514 0.277
H 1.575 0.585 0.204 0.337
H -0.930 -0.627 1.564 0.316
H -0.560 2.694 -0.256 0.129
H -0.307 -2.601 -0.264 0.311
H 0.502 -2.555 1.246 0.290
H 1.298 -1.900 -0.157 0.389
```

Computed properties:
HOMO in Ha: -0.2964
Charge: 0



Least stable structure: run b